This record from the Open Molecules 2025 dataset describes C18H19N5OS2 in the gas phase. The level of theory is wB97M-V/def2-TZVPD.

Structure (XYZ):
```
45
Properties=species:S:1:pos:R:3:forces:R:3
C -0.5902 3.3166 0.5048 -0.346 0.367 0.148
N 0.3600 2.2948 0.1771 0.516 -0.528 -0.274
C 0.2358 1.3696 -0.8221 -0.041 0.070 0.003
S -1.2234 1.2301 -1.7539 -0.289 0.096 -0.098
C -0.6447 0.6491 -3.3881 -0.139 0.541 0.099
C 0.7535 0.0817 -3.4193 -0.127 -0.031 -0.371
O 1.6628 0.6590 -3.9646 0.031 0.081 -0.025
N 0.9331 -1.1768 -2.9052 0.526 -0.399 -0.495
C 0.0659 -1.9281 -2.1638 0.065 -0.878 0.546
N -1.2026 -1.7573 -2.0570 0.042 0.516 -0.618
C -1.7761 -2.6916 -1.2495 0.338 -0.680 0.503
C -0.9284 -3.6156 -0.7265 -0.010 0.244 -0.244
S 0.6979 -3.3086 -1.2673 -0.545 0.447 -0.135
C -1.3263 -4.7374 0.1660 0.003 -0.123 0.146
C -2.7195 -4.4539 0.7338 0.011 -0.180 -0.165
C -3.6739 -4.0182 -0.3770 -0.017 0.193 0.181
C -3.2406 -2.6739 -0.9610 -0.013 -0.114 -0.027
N 1.3139 0.6371 -0.9078 -0.697 -0.121 -0.325
N 2.1736 1.0764 0.0145 0.832 0.413 0.851
C 1.6169 2.0577 0.6786 -0.219 -0.276 -0.314
C 2.2637 2.7708 1.7658 0.158 0.241 0.325
C 1.5617 3.2440 2.8720 0.076 -0.064 -0.101
C 2.2310 3.9088 3.8838 -0.021 0.082 0.103
C 3.5993 4.1042 3.8066 0.004 0.014 0.054
C 4.3057 3.6158 2.7185 0.048 -0.002 0.037
C 3.6455 2.9509 1.7042 -0.130 0.008 -0.035
H -1.1407 3.5837 -0.3986 0.076 0.041 0.072
H -0.0658 4.1905 0.8902 -0.081 -0.049 -0.038
H -1.3059 2.9601 1.2492 0.032 0.085 0.003
H -1.3705 -0.1069 -3.6858 0.047 0.060 0.059
H -0.6771 1.5127 -4.0541 0.162 -0.218 0.015
H 1.9051 -1.4616 -2.8698 -0.163 0.221 -0.036
H -1.3385 -5.6722 -0.4049 0.006 -0.043 0.093
H -0.5997 -4.8579 0.9728 -0.035 -0.070 0.015
H -2.6512 -3.6588 1.4790 0.000 0.010 0.078
H -3.0999 -5.3492 1.2279 0.008 0.029 0.063
H -3.6735 -4.7741 -1.1652 -0.053 -0.045 -0.043
H -4.6899 -3.9383 0.0128 -0.024 -0.058 -0.051
H -3.4488 -1.8668 -0.2520 -0.072 0.036 -0.021
H -3.7875 -2.4492 -1.8783 -0.015 0.040 0.006
H 0.5007 3.0676 2.9635 -0.098 -0.007 -0.013
H 1.6800 4.2720 4.7390 -0.032 0.020 0.068
H 4.1154 4.6278 4.5976 0.041 0.041 0.061
H 5.3748 3.7557 2.6618 0.086 0.010 -0.013
H 4.1787 2.5597 0.8523 0.059 -0.021 -0.088
```
Forces are in eV/Å.

Computed properties:
Kohn-Sham gap = 8.52 eV
calculated total energy = -50143.423 eV
SMILES = Cn1c(SCC(=O)Nc2nc3c(s2)CCCC3)nnc1-c1ccccc1
E_HOMO = -8.0 eV